DFT (ωB97M-V/def2-TZVPD) results for a cluster of 8 separate species, C35H68O24 in total in a non-equilibrium geometry.

Calculated values
2S+1 = 1
F_max = 3.8 eV Å⁻¹
HOMO energy = -9.912 eV
structure (SMILES) = CCCO[C@@H]1CCOC1=O.CCOC(=O)OC.CCOC(=O)OC.CCOC(=O)OC.CCOC(=O)OC.CCOC(=O)OC.CCOC(=O)OC.CCOC(=O)OC

```
127
C35H68O24 | OMol25 | ωB97M-V/def2-TZVPD
C 6.177 1.215 2.798
C 5.407 2.488 2.216
C 4.267 3.074 3.184
O 3.030 3.145 2.424
C 2.120 2.097 2.762
C 1.074 2.144 1.540
C -0.225 1.474 2.178
O -0.292 2.181 3.468
C 1.059 2.306 3.944
O 1.188 2.572 5.143
H 7.080 0.963 2.153
H 5.481 0.304 2.750
H 6.473 1.321 3.894
H 4.895 2.247 1.214
H 6.191 3.294 1.969
H 4.151 2.477 4.159
H 4.560 4.160 3.420
H 2.474 1.017 2.792
H 0.791 3.260 1.540
H 1.423 1.815 0.509
H -0.031 0.395 2.533
H -1.160 1.512 1.522
C -2.896 -3.256 0.779
C -1.422 -3.171 1.125
O -0.605 -3.470 -0.015
C -0.494 -2.487 -0.919
O -1.007 -1.396 -0.850
O 0.263 -2.935 -1.933
C 0.376 -2.016 -3.019
H -3.132 -4.226 0.334
H -3.511 -3.115 1.671
H -3.176 -2.495 0.047
H -1.185 -3.919 1.884
H -1.160 -2.194 1.541
H 0.717 -1.037 -2.678
H -0.583 -1.932 -3.533
H 1.112 -2.412 -3.720
C 3.134 -0.499 -9.165
C 2.979 -1.995 -8.970
O 2.139 -2.285 -7.845
C 0.823 -2.132 -8.051
O 0.300 -1.786 -9.081
O 0.186 -2.401 -6.900
C -1.221 -2.175 -6.953
H 3.484 -0.026 -8.243
H 3.845 -0.286 -9.966
H 2.181 -0.032 -9.420
H 3.954 -2.435 -8.753
H 2.598 -2.483 -9.871
H -1.679 -2.707 -7.788
H -1.421 -1.103 -7.023
H -1.657 -2.548 -6.025
C -7.323 -8.395 1.514
C -5.848 -8.311 1.857
O -5.034 -8.612 0.716
C -4.924 -7.632 -0.191
O -5.434 -6.540 -0.123
O -4.170 -8.084 -1.205
C -4.057 -7.169 -2.293
H -7.559 -9.367 1.072
H -7.936 -8.253 2.407
H -7.604 -7.636 0.781
H -5.609 -9.058 2.617
H -5.584 -7.334 2.271
H -3.713 -6.190 -1.955
H -5.017 -7.084 -2.807
H -3.323 -7.571 -2.992
C -3.006 2.236 4.264
C -3.363 0.943 3.557
O -4.602 0.407 4.043
C -5.710 1.008 3.588
O -5.752 1.933 2.816
O -6.770 0.418 4.165
C -8.017 1.031 3.844
H -3.006 2.093 5.348
H -2.017 2.587 3.950
H -3.735 3.020 4.047
H -2.596 0.193 3.766
H -3.401 1.072 2.471
H -8.153 1.114 2.764
H -8.080 2.014 4.316
H -8.814 0.403 4.244
C 12.559 4.365 3.062
C 12.002 2.983 2.781
O 10.647 3.056 2.318
C 10.492 3.426 1.039
O 11.377 3.688 0.262
O 9.176 3.484 0.778
C 8.866 3.968 -0.528
H 11.907 4.909 3.750
H 13.558 4.297 3.497
H 12.623 4.960 2.148
H 11.985 2.404 3.706
H 12.623 2.434 2.068
H 9.393 3.402 -1.298
H 9.109 5.030 -0.597
H 7.794 3.847 -0.686
C 9.249 8.050 -5.535
C 9.092 6.554 -5.345
O 8.237 6.262 -4.231
C 6.923 6.416 -4.453
O 6.414 6.764 -5.490
O 6.269 6.145 -3.311
C 4.862 6.374 -3.384
H 9.587 8.522 -4.608
H 9.970 8.265 -6.327
H 8.299 8.518 -5.801
H 10.065 6.114 -5.116
H 8.723 6.068 -6.251
H 4.416 5.844 -4.227
H 4.664 7.445 -3.455
H 4.414 5.999 -2.463
C -13.343 -2.950 6.356
C -13.972 -3.052 4.979
O -13.212 -2.320 4.009
C -12.088 -2.915 3.586
O -11.678 -3.993 3.940
O -11.479 -2.091 2.720
C -10.211 -2.562 2.268
H -13.198 -1.903 6.635
H -13.974 -3.434 7.105
H -12.360 -3.425 6.378
H -14.967 -2.601 5.001
H -14.096 -4.092 4.667
H -10.283 -3.573 1.863
H -9.490 -2.526 3.088
H -9.867 -1.897 1.475
```

=====

DFT (ωB97M-V/def2-TZVPD) results for a structure of composition C32H47AsCaN4O9PS2Si3 in a non-equilibrium geometry.

Calculated values
charge = -2
ΔE to the lowest compared entry with this formula, charge and spin = 153.0 kJ/mol
2S+1 = 2
F_max = 4.0 eV Å⁻¹
HOMO energy (alpha / beta) = -0.904 / -3.537 eV

```
100
C32H47AsCaN4O9PS2Si3 | OMol25 | ωB97M-V/def2-TZVPD
Ca 0.845 -1.037 -2.908
O 3.960 4.575 -1.028
C 3.457 3.339 -1.413
C 3.378 3.070 -2.750
C 2.570 1.962 -3.066
N 2.211 1.095 -2.133
C 2.391 1.283 -0.828
C 3.019 2.474 -0.446
C 1.841 0.151 0.045
O 1.649 0.198 1.303
O 1.514 -0.843 -0.692
C 2.036 1.612 -4.429
O 2.710 2.204 -5.329
O 1.161 0.682 -4.480
H 4.473 4.952 -1.745
H 3.846 3.642 -3.586
H 3.076 2.714 0.666
C 1.980 -7.598 -5.225
C 2.773 -6.481 -4.556
O 2.381 -5.190 -5.068
P 2.405 -3.973 -3.931
S 2.758 -2.238 -4.782
S 0.871 -3.930 -2.730
O 3.777 -4.551 -3.264
C 4.493 -3.722 -2.257
C 5.973 -3.866 -2.515
H 1.871 -8.418 -4.528
H 2.502 -7.874 -6.130
H 0.950 -7.263 -5.480
H 3.840 -6.653 -4.808
H 2.635 -6.524 -3.474
H 4.244 -4.115 -1.234
H 4.181 -2.676 -2.320
H 6.264 -4.942 -2.432
H 6.562 -3.270 -1.821
H 6.255 -3.605 -3.538
O -6.252 -2.775 0.014
N -6.152 -2.793 -1.255
O -7.133 -3.033 -1.995
C -4.943 -2.426 -1.865
C -4.893 -2.576 -3.243
C -3.737 -2.203 -3.944
C -3.846 -2.220 -5.361
C -2.853 -1.521 -6.053
C -1.788 -0.931 -5.376
N -1.648 -0.990 -4.026
C -2.580 -1.656 -3.304
C -2.584 -1.748 -1.869
N -1.428 -1.480 -1.178
C -1.282 -1.623 0.141
C -2.324 -2.099 0.908
C -3.606 -2.329 0.326
C -3.743 -2.180 -1.083
H -5.806 -2.832 -3.831
H -4.744 -2.652 -5.782
H -2.911 -1.359 -7.116
H -1.086 -0.334 -5.946
H -0.320 -1.334 0.526
H -2.183 -2.327 1.990
H -4.508 -2.565 0.892
C -3.490 1.431 3.312
Si -2.655 3.113 3.503
C -3.259 4.217 2.119
C -3.165 3.978 5.137
As -0.420 2.380 3.000
Si 0.174 0.666 4.633
C -0.412 -0.814 3.753
C -0.449 0.770 6.401
C 2.041 0.715 4.669
Si 0.487 4.522 3.618
C 2.226 4.822 2.789
C 0.500 4.626 5.506
C -0.527 5.867 2.984
H -4.464 1.262 3.705
H -2.874 0.595 3.623
H -3.574 1.291 2.220
H -4.100 3.653 1.655
H -2.487 4.286 1.297
H -3.521 5.229 2.452
H -4.195 4.318 4.870
H -2.639 4.859 5.523
H -3.205 3.178 5.901
H -1.447 -1.056 3.930
H 0.227 -1.695 3.931
H -0.176 -0.751 2.697
H -0.205 -0.276 6.741
H -1.494 0.990 6.622
H 0.210 1.448 6.964
H 2.288 0.643 3.633
H 2.374 -0.248 5.175
H 2.567 1.560 5.149
H 3.051 4.942 3.541
H 2.196 5.789 2.265
H 2.522 4.048 2.068
H -0.421 4.258 5.964
H 0.832 5.639 5.793
H 1.306 3.954 5.841
H 0.105 6.767 2.752
H -1.388 6.229 3.591
H -1.045 5.597 2.012
```